1.
This record from OMol25 describes 4 unconnected molecules or ions with the total composition C4H15NO3 at a distorted geometry. The level of theory is ωB97M-V/def2-TZVPD.

Values from the calculation:
- highest occupied orbital energy (eV) = -9.1
- structure (SMILES) = C1CCNC1.O.O.O
- charge = 0
- E (a.u.) = -441.77561
- relative energy (zero: lowest compared OMol25 entry of this formula, charge and spin) (kcal per mole) = 66.7
- LUMO energy (hartree) = 0.0247

CARTESIAN COORDINATES (ANGSTROEM)
1 N -1.076669 0.830817 0.576009
2 C -0.764633 -0.376856 -0.311825
3 C 0.604326 -1.062626 0.160105
4 C 1.299127 0.286887 0.668910
5 C 0.279497 1.403502 1.081347
6 H -1.591982 0.639753 1.410959
7 H -1.596142 -1.088720 -0.325861
8 H -0.712010 0.027852 -1.296566
9 H 0.186406 -1.757687 0.704999
10 H 1.181282 -1.507977 -0.657174
11 H 2.201259 0.158980 1.153651
12 H 1.733857 0.770493 -0.241157
13 H 0.071391 1.537011 2.159107
14 H 0.374743 2.357636 0.760635
15 H -2.367318 0.964646 -3.864878
16 H -3.480028 2.000576 -3.447755
17 O -3.123898 1.332367 -4.172310
18 H 1.300848 -3.756052 4.667151
19 H 2.776570 -3.646339 4.194602
20 O 1.943912 -3.189185 4.158303
21 H 0.333306 0.562330 -2.492080
22 H 0.078774 2.032709 -2.108278
23 O 0.347373 1.479880 -2.777905

Cartesian forces (eV/Å) of the 3 atoms listed first:
1.9849 -0.1942 -1.0435
-0.0130 0.5568 1.1383
-0.0865 6.3856 -3.3296

=====

2.
This record from OMol25 describes 4 unconnected molecules or ions with the total composition C4H15NO3. The level of theory is ωB97M-V/def2-TZVPD.

Values from the calculation:
- highest occupied orbital energy (eV) = -9.1
- structure (SMILES) = C=CCCN.O.O.O
- charge = 0
- E (a.u.) = -441.83404
- relative energy (zero: lowest compared OMol25 entry of this formula, charge and spin) (kcal per mole) = 30.0
- LUMO energy (hartree) = 0.0228

CARTESIAN COORDINATES (ANGSTROEM)
1 C 0.484190 0.450208 0.531854
2 C 0.170106 -0.662389 1.529750
3 C -0.504926 -0.115426 2.758590
4 C -0.866911 -0.856130 3.795239
5 N 0.870586 -0.105027 -0.774896
6 H 1.319515 1.024275 0.926404
7 H -0.332104 1.155757 0.399445
8 H 1.088171 -1.158026 1.835973
9 H -0.426313 -1.385042 0.980477
10 H -0.763510 0.934433 2.756849
11 H -0.688788 -1.925321 3.815723
12 H -1.408589 -0.446754 4.638810
13 H 1.432780 0.546129 -1.298325
14 H 0.041404 -0.291313 -1.326420
15 H 0.064291 4.011388 5.375706
16 H -0.186204 2.629816 4.841639
17 O -0.560556 3.282735 5.445699
18 H 1.584336 -1.504227 -7.154215
19 H 0.673879 -2.678568 -6.916669
20 O 0.692194 -1.717787 -6.851630
21 H -1.642203 -0.320829 -4.984858
22 H -0.322963 -0.498820 -5.603817
23 O -0.718386 -0.369087 -4.721322

Cartesian forces (eV/Å) of the 3 atoms listed first:
0.6886 -0.1891 -0.4683
-0.0306 0.7665 -0.2212
-0.3738 -0.5455 -0.0096

=====

3.
This record from OMol25 describes 4 unconnected molecules or ions with the total composition C4H15NO3 at a distorted geometry. The level of theory is ωB97M-V/def2-TZVPD.

Values from the calculation:
- highest occupied orbital energy (eV) = -7.7
- structure (SMILES) = C=CNCC.O.O.O
- charge = 0
- E (a.u.) = -441.82884
- relative energy (zero: lowest compared OMol25 entry of this formula, charge and spin) (kcal per mole) = 33.3
- LUMO energy (hartree) = 0.0216

CARTESIAN COORDINATES (ANGSTROEM)
1 C 1.558742 0.132709 2.673808
2 C 0.887895 0.375479 1.530062
3 N -0.409711 0.819730 1.487075
4 C -0.996525 0.927752 0.125474
5 C -2.273050 1.774214 0.175780
6 H 2.595946 -0.087912 2.841450
7 H 0.915135 0.346732 3.524251
8 H 1.434164 0.136456 0.610154
9 H -0.792796 1.585885 2.015738
10 H -0.308095 1.273755 -0.636771
11 H -1.298518 -0.089158 -0.201862
12 H -3.019358 1.359564 0.838197
13 H -2.068295 2.849326 0.274117
14 H -2.603854 1.884620 -0.860971
15 H -0.448787 -3.821186 -0.695292
16 H -0.783491 -2.343867 -0.129384
17 O -0.129444 -2.946231 -0.509347
18 H 0.907034 -0.083453 -2.506719
19 H 0.388702 0.629553 -3.717320
20 O 0.120664 0.375154 -2.825937
21 H 1.417391 -2.043943 -1.026955
22 H 2.895996 -1.673404 -1.556267
23 O 2.010254 -1.381777 -1.429280

Cartesian forces (eV/Å) of the 3 atoms listed first:
-1.7393 0.9232 0.0884
2.1743 -0.5730 1.0830
-1.1215 0.0937 -2.3544

=====

4.
This record from OMol25 describes 3 unconnected molecules or ions with the total composition C4H15NO3 at a distorted geometry. The level of theory is ωB97M-V/def2-TZVPD.

Values from the calculation:
- highest occupied orbital energy (eV) = -9.3
- structure (SMILES) = CN(C)CCO.O.O
- charge = 0
- E (a.u.) = -441.81266
- relative energy (zero: lowest compared OMol25 entry of this formula, charge and spin) (kcal per mole) = 43.4
- LUMO energy (hartree) = 0.0252

CARTESIAN COORDINATES (ANGSTROEM)
1 C 2.159148 1.199407 -1.008991
2 N 0.955413 0.651841 -0.376677
3 C 1.387382 0.023575 0.891352
4 C 0.465723 -0.405200 -1.300285
5 C -0.786485 -1.129015 -0.804019
6 O -0.960686 -2.138077 -1.839996
7 H 2.405739 2.089669 -0.452136
8 H 3.037834 0.548915 -1.098276
9 H 2.030376 1.416381 -2.072839
10 H 0.693708 -0.740283 1.245993
11 H 1.360162 0.845691 1.607611
12 H 2.335072 -0.506641 0.857823
13 H 1.195885 -1.217302 -1.375509
14 H 0.143830 0.031725 -2.232991
15 H -1.711828 -0.574853 -0.719752
16 H -0.701617 -1.784409 0.064032
17 H -1.839882 -2.445341 -2.059676
18 H -2.274839 2.338106 1.404339
19 H -0.743599 1.868779 1.657203
20 O -1.658854 1.810940 1.884455
21 H -3.099356 -0.191235 1.994996
22 H -1.750488 -0.727508 2.003115
23 O -2.642643 -0.965166 1.730227

Cartesian forces (eV/Å) of the 3 atoms listed first:
-0.0668 0.4761 -0.4400
0.7159 -1.8726 -1.0414
-1.0735 0.5483 0.1564

=====

5.
This record from OMol25 describes 4 unconnected molecules or ions with the total composition C4H15NO3. The level of theory is ωB97M-V/def2-TZVPD.

Values from the calculation:
- highest occupied orbital energy (eV) = -7.8
- structure (SMILES) = C/C=C/NC.O.O.O
- charge = 0
- E (a.u.) = -441.82947
- relative energy (zero: lowest compared OMol25 entry of this formula, charge and spin) (kcal per mole) = 32.9
- LUMO energy (hartree) = 0.0046

CARTESIAN COORDINATES (ANGSTROEM)
1 C 1.291446 -2.623456 -0.744027
2 C 1.582378 -1.253863 -1.329962
3 C 0.664740 -0.291504 -1.394916
4 N 0.870866 1.009716 -1.811321
5 C -0.253206 1.884737 -2.061573
6 H 0.563272 -3.128571 -1.392242
7 H 2.209629 -3.211882 -0.733541
8 H 0.871500 -2.628004 0.263209
9 H 2.615268 -1.021397 -1.555478
10 H -0.347825 -0.492586 -1.039924
11 H 1.633250 1.132987 -2.459729
12 H 0.085863 2.903182 -2.237650
13 H -0.858600 1.576585 -2.915437
14 H -0.902556 1.916929 -1.190535
15 H 1.831549 1.843487 1.006721
16 H 0.618845 2.616916 0.539081
17 O 1.495380 2.748392 0.928162
18 H -2.177733 0.367088 0.521402
19 H -3.607047 0.765167 0.814638
20 O -2.774578 1.129459 0.457823
21 H -2.239858 -3.354340 4.903211
22 H -2.065044 -2.033549 4.024476
23 O -1.640668 -2.668905 4.607497

Cartesian forces (eV/Å) of the 3 atoms listed first:
-0.1215 0.0281 -0.7570
-0.1007 -0.1332 0.8532
-0.0922 -0.0499 0.0734

=====

6.
This record from OMol25 describes 4 unconnected molecules or ions with the total composition C4H15NO3 at a distorted geometry. The level of theory is ωB97M-V/def2-TZVPD.

Values from the calculation:
- highest occupied orbital energy (eV) = -7.8
- charge = 0
- E (a.u.) = -441.59700
- relative energy (zero: lowest compared OMol25 entry of this formula, charge and spin) (kcal per mole) = 178.8
- LUMO energy (hartree) = -0.1742

CARTESIAN COORDINATES (ANGSTROEM)
1 C 2.416823 0.718795 0.169524
2 C 1.334167 1.833313 -0.045041
3 C 0.286170 1.377634 -1.103248
4 N 0.612917 1.796701 1.186732
5 C -2.897378 -1.876688 -0.244501
6 O -1.642872 -1.769473 0.274023
7 H 1.824477 -0.130121 0.531039
8 H 3.084934 1.088282 0.941190
9 H 2.903685 0.524616 -0.773823
10 H 1.714558 2.825997 -0.296897
11 H -0.701696 1.476535 -0.661823
12 H 0.488460 0.381088 -1.498453
13 H 0.306341 2.057033 -1.968470
14 H 0.869588 2.461539 1.929789
15 H -3.000281 -1.279558 -1.170614
16 H -3.167449 -2.926693 -0.461913
17 H -3.727927 -1.581112 0.417403
18 H -0.488828 -1.795990 -0.758820
19 H 0.810037 -2.416889 -1.356322
20 O 0.216044 -1.664556 -1.470596
21 H -0.092851 0.314384 1.957180
22 H -0.971728 -0.883714 2.002939
23 O -0.177192 -0.531122 2.400703

Cartesian forces (eV/Å) of the 3 atoms listed first:
-0.6694 0.0361 0.9763
-2.3052 0.6236 0.6216
0.3223 0.3659 -0.8264

=====

7.
This record from OMol25 describes 3 unconnected molecules or ions with the total composition C4H15NO3S2 at a distorted geometry. The level of theory is ωB97M-V/def2-TZVPD.

Values from the calculation:
- highest occupied orbital energy (eV) = -8.8
- structure (SMILES) = CN[C@@H](CO)CSS.O.O
- charge = 0
- E (a.u.) = -1238.20561
- relative energy (zero: lowest compared OMol25 entry of this formula, charge and spin) (kcal per mole) = 22.2
- LUMO energy (hartree) = 0.0160

CARTESIAN COORDINATES (ANGSTROEM)
1 S -2.679866 0.118939 -0.213953
2 S -1.759055 -1.671850 0.340881
3 C -0.311926 -1.191795 1.227901
4 C 0.655094 -0.247576 0.456505
5 C 1.523539 -1.072083 -0.541734
6 O 1.243762 -0.663846 -1.894247
7 N 1.464998 0.557376 1.372697
8 C 1.835493 0.019803 2.659794
9 H -3.214520 0.646760 0.919888
10 H 0.222043 -2.124315 1.452802
11 H -0.612814 -0.802873 2.201032
12 H 0.017409 0.345089 -0.204150
13 H 2.541930 -0.686545 -0.447029
14 H 1.459803 -2.161345 -0.485743
15 H 0.363459 -0.971554 -2.153056
16 H 2.159675 0.965698 0.772327
17 H 2.561035 -0.805684 2.555055
18 H 1.012019 -0.228982 3.313262
19 H 2.456728 0.765009 3.162905
20 H 1.599994 1.233639 -2.675179
21 H 3.025515 1.033166 -2.560046
22 O 2.423553 1.785850 -2.616364
23 H -0.814771 3.578789 0.177618
24 H 0.331379 2.858149 -0.704128
25 O -0.622361 3.041369 -0.587628

Cartesian forces (eV/Å) of the 3 atoms listed first:
0.2758 -0.1560 -0.0364
-1.1787 0.1450 -0.4946
1.1983 0.5901 0.4982

=====

8.
This record from OMol25 describes 4 unconnected molecules or ions with the total composition C4H15O4 at a distorted geometry. The level of theory is ωB97M-V/def2-TZVPD.

Values from the calculation:
- highest occupied orbital energy (eV) = -5.1
- charge = -1
- E (a.u.) = -462.41004
- relative energy (zero: lowest compared OMol25 entry of this formula, charge and spin) (kcal per mole) = 0.0
- LUMO energy (hartree) = 0.1388

CARTESIAN COORDINATES (ANGSTROEM)
1 C 1.266245 0.886741 -0.234851
2 O 0.157026 1.757703 -0.130886
3 C 1.383075 -0.039620 0.968105
4 C 0.092447 -0.683111 1.486193
5 C 0.429306 -1.607318 2.651594
6 H 2.171855 1.495283 -0.338406
7 H 1.189337 0.292741 -1.157194
8 H 2.059352 -0.881829 0.753716
9 H 1.883910 0.555831 1.748033
10 H -0.598318 0.137584 1.690162
11 H -0.319291 -1.199507 0.615466
12 H 1.154364 -1.094174 3.282625
13 H -0.410299 -1.936344 3.268800
14 H 0.855521 -2.550091 2.297037
15 H -0.598946 1.254321 -0.635013
16 H -2.464096 0.652898 -0.719126
17 O -1.749479 0.539475 -1.347432
18 H -1.553334 1.937374 -2.388288
19 H -0.340988 2.697929 -2.726469
20 O -1.284359 2.745803 -2.901032
21 H -1.288083 -1.998667 -2.720229
22 H -1.177034 -1.030586 -1.598442
23 O -0.858212 -1.932436 -1.864365

Cartesian forces (eV/Å) of the 3 atoms listed first:
-0.5952 0.0154 -0.3851
0.1844 -0.5165 -0.4013
0.7408 -0.1145 0.4150